Record 1
A 15-piece molecular cluster, C70H168N8O7 overall at a distorted geometry, computed with ωB97M-V with the def2-TZVPD basis set.

The HOMO energy is -8.133 eV. As for the total energy: -101561.013 eV. The total charge is 0.

```
253
C70H168N8O7, DFT ωB97M-V with the def2-TZVPD basis set
C 3.813 6.426 4.120
C 2.382 6.822 3.688
N 1.442 5.670 3.604
C 0.606 5.462 4.831
C 1.369 5.304 6.119
C 0.508 5.884 2.460
C 1.156 5.389 1.149
H 4.313 5.825 3.360
H 3.905 5.932 5.087
H 4.436 7.318 4.177
H 1.896 7.558 4.328
H 2.502 7.394 2.768
H -0.029 6.332 4.997
H -0.050 4.595 4.762
H 0.600 5.175 6.881
H 1.986 4.406 6.117
H 2.061 6.084 6.437
H 0.209 6.924 2.331
H -0.380 5.271 2.617
H 1.408 4.332 1.245
H 2.092 5.891 0.902
H 0.468 5.537 0.317
C -1.247 -3.583 7.456
C -1.475 -4.662 6.379
N -0.253 -5.300 5.896
C -0.634 -6.562 5.231
C -1.229 -7.633 6.184
C 0.443 -4.444 4.973
C 1.856 -4.865 4.634
H -2.167 -3.156 7.855
H -0.684 -2.724 7.089
H -0.802 -4.089 8.312
H -2.159 -5.431 6.738
H -2.002 -4.259 5.513
H -1.284 -6.371 4.377
H 0.257 -7.071 4.864
H -0.795 -7.656 7.184
H -2.300 -7.526 6.358
H -1.152 -8.643 5.783
H 0.506 -3.465 5.448
H -0.147 -4.279 4.071
H 2.014 -5.901 4.335
H 2.524 -4.738 5.486
H 2.272 -4.209 3.868
C -2.425 3.733 -1.359
C -3.574 4.512 -1.879
N -3.197 5.424 -3.026
C -2.861 4.676 -4.266
C -2.275 5.558 -5.335
C -4.274 6.385 -3.184
C -4.216 7.462 -2.084
H -2.269 2.815 -1.925
H -2.619 3.416 -0.334
H -1.483 4.281 -1.391
H -4.459 3.944 -2.167
H -3.948 5.074 -1.023
H -2.059 3.965 -4.068
H -3.743 4.124 -4.592
H -1.875 6.523 -5.023
H -1.540 4.973 -5.889
H -3.082 5.813 -6.020
H -5.211 5.828 -3.170
H -4.220 6.914 -4.135
H -4.765 7.185 -1.184
H -4.735 8.381 -2.357
H -3.201 7.739 -1.801
C -4.945 -4.319 -4.072
C -3.529 -3.825 -4.370
N -2.497 -4.923 -4.129
C -2.683 -6.104 -4.960
C -2.045 -7.337 -4.256
C -1.177 -4.342 -4.354
C -0.909 -3.143 -3.467
H -5.319 -4.891 -4.921
H -5.628 -3.479 -3.947
H -4.996 -4.943 -3.180
H -3.471 -3.547 -5.422
H -3.430 -2.877 -3.841
H -2.212 -6.018 -5.939
H -3.749 -6.292 -5.087
H -1.006 -7.112 -4.017
H -2.052 -8.215 -4.903
H -2.595 -7.562 -3.343
H -0.404 -5.046 -4.048
H -1.053 -4.214 -5.429
H -1.327 -2.256 -3.944
H -1.365 -3.253 -2.483
H 0.150 -2.961 -3.288
C 1.343 0.851 -7.948
C 2.192 0.361 -6.754
N 1.589 0.942 -5.501
C 2.542 0.986 -4.386
C 2.892 -0.423 -3.913
C 0.298 0.224 -5.247
C -0.447 0.777 -3.978
H 1.780 0.478 -8.874
H 1.346 1.935 -8.058
H 0.339 0.429 -7.903
H 2.212 -0.726 -6.674
H 3.234 0.671 -6.830
H 3.496 1.477 -4.583
H 2.157 1.591 -3.565
H 3.670 -0.386 -3.150
H 2.077 -1.005 -3.482
H 3.351 -0.961 -4.743
H 0.417 -0.857 -5.174
H -0.352 0.333 -6.115
H 0.060 0.514 -3.050
H -1.457 0.368 -3.985
H -0.507 1.862 -4.068
C -6.495 1.205 0.980
C -5.588 1.580 -0.174
N -5.159 0.356 -0.840
C -4.882 0.639 -2.267
C -6.164 0.850 -3.061
C -4.002 -0.208 -0.110
C -3.912 -1.700 -0.479
H -7.330 0.566 0.692
H -6.959 2.085 1.424
H -5.962 0.728 1.803
H -6.245 2.176 -0.807
H -4.732 2.178 0.141
H -4.108 1.382 -2.458
H -4.520 -0.311 -2.660
H -6.975 0.228 -2.683
H -6.551 1.848 -2.853
H -6.018 0.715 -4.133
H -4.113 -0.126 0.972
H -3.114 0.383 -0.332
H -3.688 -1.833 -1.537
H -4.779 -2.290 -0.179
H -3.119 -2.155 0.114
C 1.317 -7.260 -1.813
C 1.186 -5.834 -1.251
N 2.465 -5.046 -1.414
C 2.490 -3.843 -0.567
C 2.449 -4.113 0.959
C 2.745 -4.671 -2.788
C 4.144 -4.070 -3.021
H 0.365 -7.790 -1.768
H 2.005 -7.888 -1.248
H 1.591 -7.219 -2.868
H 0.358 -5.278 -1.691
H 0.802 -5.859 -0.232
H 3.362 -3.223 -0.775
H 1.644 -3.197 -0.802
H 2.599 -3.136 1.419
H 1.502 -4.530 1.301
H 3.292 -4.751 1.225
H 1.984 -4.037 -3.242
H 2.735 -5.550 -3.433
H 4.207 -3.060 -2.617
H 4.405 -3.971 -4.075
H 4.910 -4.707 -2.578
C 5.824 0.428 -0.997
C 5.776 1.747 -1.810
N 4.683 2.671 -1.432
C 4.657 3.827 -2.318
C 3.328 4.582 -2.277
C 4.521 3.026 0.018
C 5.839 3.556 0.589
H 6.189 0.597 0.016
H 6.399 -0.333 -1.524
H 4.789 0.087 -0.973
H 6.753 2.226 -1.877
H 5.574 1.525 -2.858
H 4.611 3.485 -3.352
H 5.613 4.341 -2.218
H 3.385 5.236 -1.407
H 2.446 3.968 -2.097
H 3.134 5.196 -3.157
H 3.723 3.742 0.214
H 4.153 2.181 0.600
H 6.223 4.370 -0.026
H 5.705 3.913 1.611
H 6.603 2.779 0.592
C 0.428 6.144 -2.912
O -0.661 6.842 -2.365
H 1.404 6.631 -2.906
H 0.513 5.249 -2.296
H 0.168 5.831 -3.923
H -1.429 6.279 -2.482
C 3.226 2.497 3.790
O 3.220 1.562 4.841
H 2.205 2.802 3.561
H 3.908 3.327 3.975
H 3.626 2.010 2.900
H 4.159 1.591 5.037
C -1.972 -6.137 1.119
C -2.442 -6.423 -0.324
C -3.485 -5.341 -0.637
O -3.608 -4.629 0.606
C -2.423 -4.702 1.392
H -0.905 -6.295 1.275
H -2.590 -6.774 1.752
H -2.832 -7.437 -0.415
H -1.695 -6.434 -1.118
H -4.461 -5.782 -0.842
H -3.196 -4.624 -1.405
H -2.704 -4.569 2.437
H -1.720 -3.918 1.112
C 5.419 -1.021 2.792
C 6.172 -1.945 1.798
C 6.150 -3.294 2.465
O 5.140 -3.269 3.424
C 4.981 -1.933 3.936
H 4.513 -0.735 2.259
H 5.946 -0.093 3.014
H 7.188 -1.595 1.616
H 5.592 -1.970 0.875
H 7.066 -3.481 3.026
H 6.096 -4.130 1.768
H 5.627 -1.819 4.807
H 4.008 -1.733 4.385
C -3.878 5.281 3.907
C -3.196 3.895 4.042
C -3.753 3.176 2.798
O -4.513 4.128 2.066
C -4.103 5.425 2.428
H -3.185 6.053 4.242
H -4.788 5.356 4.503
H -3.368 3.443 5.019
H -2.119 4.061 4.025
H -4.427 2.395 3.150
H -2.981 2.737 2.166
H -4.917 6.132 2.266
H -3.309 5.774 1.768
C -1.135 -0.344 4.309
C 0.259 0.257 4.371
C 1.190 -0.903 4.023
O 0.385 -1.710 3.114
C -1.030 -1.603 3.367
H -1.763 0.432 3.871
H -1.516 -0.672 5.276
H 0.496 0.744 5.317
H 0.296 0.983 3.559
H 1.471 -1.537 4.864
H 2.119 -0.562 3.567
H -1.447 -2.511 3.802
H -1.612 -1.513 2.450
C 1.329 1.150 0.309
C -0.136 0.746 0.268
C -0.203 -0.719 -0.255
O 0.923 -0.722 -1.131
C 2.005 0.072 -0.599
H 1.758 1.000 1.300
H 1.487 2.198 0.055
H -0.681 1.457 -0.354
H -0.592 0.832 1.254
H -1.065 -0.916 -0.892
H -0.177 -1.528 0.475
H 2.626 0.471 -1.401
H 2.663 -0.524 0.033
```

---

Record 2
One molecule with the formula C10H11NO2 at a distorted geometry, computed with ωB97M-V with the def2-TZVPD basis set.

The HOMO energy (spin up / spin down) is -7.791 / -7.428 eV. As for the total energy: -16126.545 eV. The total charge is 0.

```
24
C10H11NO2, DFT ωB97M-V with the def2-TZVPD basis set
C 2.831 -0.562 -0.012
C 2.183 -1.637 -0.634
C 2.133 0.594 0.146
C 0.820 -1.688 -0.670
C 0.692 0.525 0.071
C 0.030 -0.602 -0.361
C -0.107 1.646 0.306
C -1.484 -0.786 -0.334
C 0.232 3.025 0.028
C -1.884 -0.914 1.154
N -2.139 0.546 -0.837
O -3.267 0.833 -0.429
O -1.916 -1.817 -1.101
H 3.935 -0.542 0.240
H 2.749 -2.493 -0.926
H 2.401 1.467 0.728
H 0.281 -2.575 -1.065
H -0.439 3.790 0.489
H 0.197 3.238 -1.094
H 1.412 3.223 0.344
H -2.134 0.091 1.633
H -1.169 -1.487 1.727
H -2.841 -1.418 1.230
H -2.518 -2.457 -0.634
```